65
Properties=species:S:1:pos:R:3:forces:R:3 method="wB97M-V/def2-TZVPD" energy_ha=-7502.82670 multiplicity=4 charge=+2 molar_mass_g_mol=774.691 lumo_ev="-6.2 / -6.2" gap_ha="0.25506 / 0.25640" homo_energy_ev="-13.16 / -13.16"
H 10.492 11.011 14.205 0.134 0.157 0.171
H 6.115 11.925 12.152 0.152 0.147 -0.313
C 6.623 8.025 8.724 0.282 2.340 -1.008
N 7.297 8.879 7.860 1.220 -2.253 0.466
H 10.352 8.003 7.492 -0.864 -0.390 0.230
H 8.354 10.530 13.759 -0.352 0.037 -0.292
C 5.613 14.589 7.556 0.792 -0.121 0.035
C 12.683 10.326 6.859 -0.534 0.327 0.120
H 14.521 7.862 8.313 0.464 -0.633 -0.142
C 11.443 12.698 10.910 -0.176 0.363 -0.127
H 13.728 12.161 6.605 0.246 0.448 -0.484
C 10.446 11.671 5.788 -0.014 1.119 0.740
N 7.609 13.253 7.263 -0.969 2.467 -0.321
O 9.161 10.440 11.826 -1.040 1.612 -1.844
O 7.155 11.260 10.386 -0.506 0.672 1.114
C 13.815 9.531 7.257 -0.375 0.985 -0.100
H 6.480 8.524 9.679 -0.459 -0.614 0.015
C 8.349 14.442 7.352 -0.397 -1.875 0.453
H 4.108 10.514 11.840 -1.104 0.577 0.214
C 10.200 10.505 6.487 1.132 -0.615 -1.020
H 11.811 13.372 5.461 -0.145 -0.642 0.288
C 10.378 10.016 13.782 1.358 0.932 -0.031
H 11.210 9.918 13.082 -0.282 -0.087 -0.445
C 11.302 8.476 7.527 0.465 -0.986 -0.153
H 10.659 9.326 14.549 -0.612 -0.628 0.635
H 5.548 9.655 11.942 -0.009 -0.094 -0.566
H 12.554 12.762 10.878 -0.762 -0.039 -0.392
H 11.197 12.030 8.828 -0.016 -0.299 0.768
P 8.490 11.837 11.255 1.050 -2.230 -0.892
Er 7.938 11.134 8.108 -0.535 0.250 -0.217
C 5.831 11.596 11.143 0.588 0.168 -0.398
C 11.370 9.776 6.982 0.455 -0.812 0.321
C 7.753 8.375 6.695 -1.533 0.488 0.977
H 5.951 16.545 8.249 -0.540 1.074 0.233
C 7.321 7.111 6.206 0.432 2.116 -0.258
H 9.638 12.149 5.227 0.192 -0.051 0.117
H 11.240 10.717 10.073 -0.210 -0.508 -0.131
C 12.387 7.686 7.949 -0.587 3.365 -1.051
C 6.512 6.339 6.986 -1.048 1.141 2.104
H 11.238 12.435 11.963 -0.230 -0.170 -0.552
H 4.772 9.904 10.281 0.013 0.273 0.973
Se 8.573 9.768 5.615 0.181 -0.572 -0.403
C 6.088 6.857 8.292 0.746 -1.865 -1.251
H 14.815 9.985 7.076 -0.787 -0.505 0.470
C 4.994 10.346 11.285 1.419 -0.576 -1.128
H 8.367 16.533 8.045 0.377 -0.237 -0.467
H 4.546 14.690 7.544 -0.347 -0.143 0.136
C 13.658 8.289 7.854 -0.175 0.756 -0.210
H 12.211 6.720 8.316 -0.019 -1.130 0.493
O 9.394 11.726 9.758 0.424 0.234 1.562
C 10.901 11.715 9.853 0.027 1.166 -0.133
Se 5.379 11.653 7.178 -0.220 0.063 0.205
H 9.385 14.211 7.173 0.447 0.555 0.116
C 9.029 9.939 13.135 0.561 0.339 1.598
H 8.668 8.943 13.104 -0.486 -0.950 -0.357
H 5.393 6.309 8.939 0.476 0.040 -0.364
C 11.703 12.357 5.876 -0.243 0.003 -0.249
C 12.773 11.707 6.414 0.188 -1.357 0.539
C 6.410 15.671 7.887 0.826 -1.111 -0.687
H 11.002 13.693 10.712 0.453 -0.311 0.178
H 6.145 5.408 6.601 -0.304 -0.247 0.026
H 7.410 7.009 5.139 0.604 -0.903 -0.150
C 6.223 13.346 7.296 1.675 -0.011 0.340
H 5.426 12.457 10.584 -0.099 -0.672 0.197
C 7.826 15.646 7.742 -1.401 -0.577 0.301



59
Properties=species:S:1:pos:R:3:forces:R:3 method="wB97M-V/def2-TZVPD" energy_ha=-2402.19549 multiplicity=5 charge=-1 molar_mass_g_mol=428.377 lumo_ev="2.8 / 2.5" gap_ha="0.06603 / 0.32076" homo_energy_ev="1.01 / -6.21" relative_energy_kj_mol=148.5
C -3.466 2.954 3.137 0.018 -0.309 0.345
O -3.352 1.940 4.141 0.001 0.063 -0.750
H 0.804 0.513 1.855 0.103 -0.105 -0.442
H -0.489 -0.348 -5.369 0.240 -0.073 0.368
C 0.417 -3.626 2.648 -0.087 -0.096 -0.156
C -2.185 3.152 2.348 0.621 -0.852 0.370
C 1.175 3.085 -0.210 -0.358 -0.086 -0.237
N -1.533 1.868 1.960 -3.088 -0.184 1.933
C 1.571 -2.914 2.317 -0.211 0.400 -0.267
H 0.243 1.410 -2.513 0.248 -0.494 -0.184
C 1.491 -1.846 1.417 -0.168 -0.390 0.164
Fe 1.010 -1.235 -3.141 -0.430 -0.276 0.821
H -1.506 -0.222 2.323 -0.002 0.252 0.091
C -3.012 0.676 3.564 -0.016 0.151 0.072
C 2.878 -0.750 -2.685 0.471 1.731 0.745
H 2.303 2.043 1.301 0.119 0.142 -0.037
H 2.467 0.996 -4.082 -0.272 -0.395 0.153
H -3.663 3.873 3.706 -0.187 -0.146 -0.338
H -0.127 -3.782 -2.617 0.233 0.383 -0.052
H -3.782 0.342 2.839 0.185 0.224 0.381
C 1.750 1.803 0.390 -0.030 -0.267 0.554
H -1.814 -2.027 0.603 0.306 -0.162 0.147
H -0.862 0.771 3.658 -0.173 -0.038 -0.182
C -0.745 -1.915 -3.748 -0.130 -1.617 -1.569
C -1.651 0.710 2.882 0.302 0.908 -0.078
H 1.943 -1.513 -5.796 -0.164 0.040 0.409
H -1.767 -1.755 -3.414 0.393 0.183 0.088
C -0.522 1.968 1.107 2.519 0.078 -2.010
H -0.880 -0.109 -0.393 0.258 -0.123 0.413
C -0.863 -2.289 1.079 0.350 -0.207 0.087
H 2.448 -2.041 -0.869 -0.147 0.210 -0.432
C 0.976 0.605 -2.424 0.608 -0.307 1.662
H -0.966 3.635 -0.219 0.188 0.037 0.024
H -0.067 4.073 1.241 -0.211 -0.098 -0.155
C -0.793 -3.327 2.016 0.233 0.207 0.024
C 0.165 -0.238 -0.047 -0.435 -2.189 -1.191
H 2.173 -3.633 -4.083 -0.175 0.381 0.152
C 0.993 -0.369 -1.331 1.954 2.080 1.306
H 1.835 3.944 -0.046 -0.095 -0.119 -0.063
C 0.131 -2.998 -3.326 -1.071 0.016 -1.270
H 3.837 -1.139 -3.018 -0.401 -0.076 -0.116
H -2.424 3.723 1.442 0.143 -0.141 0.237
H -1.697 -3.872 2.273 0.124 0.025 -0.027
C 0.277 -1.539 0.782 -0.307 0.627 -0.012
H 2.380 -1.232 1.236 -0.343 -0.202 0.013
C 0.553 0.922 0.860 0.143 1.611 0.907
H -1.478 3.739 2.967 -0.173 -0.081 -0.183
C -0.190 3.278 0.480 0.409 0.575 0.006
H 2.440 1.289 -0.281 -0.065 -0.021 0.009
H -4.296 2.738 2.439 0.121 -0.064 0.356
H 0.466 -4.410 3.408 -0.058 0.162 -0.289
H 2.532 -3.150 2.771 -0.242 0.013 0.030
C -0.066 -1.174 -4.801 0.029 -1.613 -0.492
H 1.034 2.980 -1.289 0.098 0.015 0.120
H -2.971 -0.001 4.428 -0.072 -0.049 -0.435
C 1.347 -2.925 -4.120 -0.814 0.264 -1.438
C 2.151 -1.229 -1.530 -0.242 1.446 0.787
C 1.222 -1.803 -5.033 -1.527 -1.927 -1.617
C 2.154 0.379 -3.240 1.282 0.483 1.248



69
Properties=species:S:1:pos:R:3:forces:R:3 method="wB97M-V/def2-TZVPD" energy_ha=-3055.50291 multiplicity=2 charge=+1 molar_mass_g_mol=773.078 lumo_ev="-3.7 / -3.9" gap_ha="0.20568 / 0.20339" homo_energy_ev="-9.33 / -9.43" relative_energy_kj_mol=258.8
H 1.401 -1.239 -3.040 0.005 0.012 -0.015
C -0.381 1.141 3.008 0.007 -0.049 0.082
C -0.686 -1.140 2.646 -0.018 -0.030 -0.028
C 2.204 -2.638 -0.064 0.020 0.003 0.032
N 0.058 4.523 -1.709 -0.087 0.012 -0.035
H -5.074 -0.536 -1.689 0.015 -0.020 0.008
S 3.702 3.167 -0.183 -0.051 0.032 -0.056
H 4.621 1.649 -2.849 -0.011 0.013 0.002
H -4.136 -2.311 0.081 0.007 0.031 0.007
C 5.101 1.622 -1.870 -0.016 0.009 -0.011
H 1.763 -2.813 0.910 0.000 0.020 -0.010
H 0.142 5.444 -1.308 0.025 -0.008 0.007
H 4.072 -3.563 0.410 0.001 -0.006 0.001
N 4.293 0.818 -0.961 -0.073 -0.030 -0.051
S 2.336 0.694 0.838 -0.022 0.045 0.095
C -5.214 -0.154 -0.676 0.046 0.001 0.002
H -4.404 2.750 -0.602 -0.003 0.002 0.012
N -2.203 -0.423 -0.253 0.059 0.268 -0.033
C -0.711 -3.746 -0.901 0.054 0.011 0.028
C 1.478 -1.978 -1.040 0.006 0.004 -0.039
H -3.075 1.277 2.384 0.020 0.024 0.020
C -3.025 -4.056 -0.408 0.030 -0.021 -0.010
H -3.889 -4.696 -0.284 0.007 -0.010 -0.003
H -0.300 1.813 5.036 0.007 -0.001 -0.002
H 0.257 -4.139 -1.180 -0.006 -0.015 0.004
C 3.456 1.448 -0.152 0.104 -0.071 0.091
C -0.401 0.959 4.382 -0.011 0.033 0.018
H -1.688 -5.655 -0.950 0.000 -0.002 0.000
C -0.124 3.489 -0.882 0.010 -0.110 0.201
C -3.166 -2.693 -0.199 -0.043 -0.007 0.055
C -1.803 -4.595 -0.773 -0.051 0.051 0.020
C 1.064 1.769 -2.551 0.047 -0.016 0.011
S -0.440 1.857 -1.712 -0.088 0.089 0.054
H 3.718 -1.985 -3.559 -0.002 0.005 0.007
H -5.926 0.674 -0.731 -0.012 -0.008 -0.019
C -0.252 2.433 2.366 0.018 0.147 0.319
H -4.018 -0.217 2.415 0.007 0.002 0.002
Ir -0.426 0.645 0.188 0.507 -0.366 0.081
N -0.224 2.403 1.083 -0.171 0.039 -0.476
C 4.049 -2.808 -1.601 -0.019 0.006 -0.030
H 5.054 -3.142 -1.822 -0.002 0.001 0.000
H -0.574 -0.486 5.953 0.001 0.000 0.002
H -0.195 3.365 2.912 0.022 -0.008 -0.019
C -3.441 2.238 -0.681 -0.003 -0.011 0.041
C -0.558 -0.320 4.885 0.005 -0.005 0.047
H 6.061 3.142 -0.627 -0.012 -0.010 0.023
C -0.866 -2.394 -0.670 0.088 -0.061 -0.092
H -2.713 2.863 -0.158 -0.001 0.005 -0.004
C 3.494 -3.052 -0.348 0.010 0.001 0.005
C -3.904 0.747 1.912 0.028 -0.044 -0.024
H -0.841 -2.394 4.364 -0.004 -0.001 0.000
H -5.684 -0.935 -0.078 -0.002 -0.005 -0.007
N -0.516 0.090 2.161 -0.146 0.087 -0.274
H 4.169 -0.179 -1.096 0.037 0.004 -0.024
H -4.811 1.327 2.101 -0.014 -0.006 -0.013
C -0.703 -1.383 4.007 -0.015 -0.017 -0.015
H -0.211 4.453 -2.676 0.034 0.002 -0.006
O 0.207 -1.491 -0.759 -0.199 0.025 0.024
N 2.019 1.662 -3.183 -0.012 0.014 0.047
C 3.301 -2.157 -2.575 0.032 0.006 0.011
C -2.098 -1.796 -0.358 -0.048 -0.056 -0.008
H -3.193 2.199 -1.745 -0.026 -0.006 0.002
H 5.157 3.797 -2.002 0.010 -0.001 0.002
H -0.832 -1.925 1.913 0.028 -0.010 0.033
H 6.094 1.188 -1.969 -0.009 -0.012 -0.010
Si -3.628 0.520 0.068 -0.124 -0.007 -0.015
N -0.117 3.594 0.392 0.038 0.054 -0.045
C 5.174 3.018 -1.245 -0.009 -0.011 -0.030
C 2.005 -1.738 -2.295 -0.024 -0.021 0.014